1.
Below is a 2-piece molecular cluster, C4H5BrClNO overall, with properties calculated with wB97M-V/def2-TZVPD.

- energy above the lowest of the compared OMol25 structures with the same formula, charge and spin (kcal/mol) = 0.0
- molecular weight (g/mol) = 198.45
- strongest force on any atom (eV Å⁻¹) = 1.25
- HOMO-LUMO gap (eV) = 9.5

CARTESIAN COORDINATES (ANGSTROEM)
C -0.50 0.42 0.82
C 0.09 -0.88 0.39
C 1.39 -1.18 0.32
Br 2.76 0.04 0.72
N -0.79 -1.88 0.05
C -1.94 -2.15 -0.09
O -3.00 -2.59 -0.27
H -0.99 0.31 1.79
H -1.25 0.75 0.10
H 0.27 1.19 0.91
H 1.74 -2.15 0.00
Cl 1.37 0.16 -2.83
H 1.12 1.17 -2.08

=====

2.
Below is one molecule with the formula C4H5BrO2, with properties calculated with wB97M-V/def2-TZVPD.

- energy above the lowest of the compared OMol25 structures with the same formula, charge and spin (kcal/mol) = 43.5
- molecular weight (g/mol) = 164.99
- strongest force on any atom (eV Å⁻¹) = 4.33
- HOMO-LUMO gap (eV) = 10.3

CARTESIAN COORDINATES (ANGSTROEM)
C -0.95 1.18 -0.72
C -0.67 0.05 0.15
O -1.53 -0.53 0.68
C 0.93 -0.72 -0.06
Br 2.36 0.48 0.06
C 1.05 -2.12 0.27
O 0.94 -1.68 -1.06
H -0.86 0.77 -1.72
H -0.27 2.18 -0.57
H -1.98 1.51 -0.55
H 2.08 -2.43 0.58
H 0.21 -2.62 0.54

=====

3.
Below is a 2-piece molecular cluster, C4H5BrO2 overall, with properties calculated with wB97M-V/def2-TZVPD.

- energy above the lowest of the compared OMol25 structures with the same formula, charge and spin (kcal/mol) = 55.3
- molecular weight (g/mol) = 164.99
- strongest force on any atom (eV Å⁻¹) = 3.60
- HOMO-LUMO gap (eV) = 8.3

CARTESIAN COORDINATES (ANGSTROEM)
C -2.49 0.02 1.17
C 1.14 0.07 1.36
C 0.68 0.08 -1.32
C 1.06 -0.47 0.03
O -3.25 0.88 1.26
O -1.68 -0.79 1.03
Br 0.37 1.68 1.49
H 1.45 0.97 -1.53
H -0.38 0.49 -1.42
H 0.80 -0.66 -2.15
H 2.08 -1.01 -0.12
H 0.22 -1.27 0.20

=====

4.
Below is one molecule with the formula C4H5BrOS, with properties calculated with wB97M-V/def2-TZVPD.

- energy above the lowest of the compared OMol25 structures with the same formula, charge and spin (kcal/mol) = 55.9
- molecular weight (g/mol) = 181.05
- strongest force on any atom (eV Å⁻¹) = 2.71
- HOMO-LUMO gap (spin up / spin down) (eV) = 8.1 / 7.9

CARTESIAN COORDINATES (ANGSTROEM)
C 0.86 1.02 -0.27
C 0.80 1.28 1.02
C 0.18 -0.22 -0.85
C -1.13 -0.42 -0.18
O -0.13 -2.49 0.86
S -0.84 -1.29 1.36
Br 1.65 2.40 2.21
H 1.35 1.63 -1.02
H -0.02 -0.12 -1.92
H 0.62 -1.15 -0.51
H -1.62 0.45 0.02
H -1.71 -1.09 -0.72

=====

Repeat the fourth record exactly.
Below is one molecule with the formula C4H5BrOS, with properties calculated with wB97M-V/def2-TZVPD.

- energy above the lowest of the compared OMol25 structures with the same formula, charge and spin (kcal/mol) = 55.9
- molecular weight (g/mol) = 181.05
- strongest force on any atom (eV Å⁻¹) = 2.71
- HOMO-LUMO gap (spin up / spin down) (eV) = 8.1 / 7.9

CARTESIAN COORDINATES (ANGSTROEM)
C 0.86 1.02 -0.27
C 0.80 1.28 1.02
C 0.18 -0.22 -0.85
C -1.13 -0.42 -0.18
O -0.13 -2.49 0.86
S -0.84 -1.29 1.36
Br 1.65 2.40 2.21
H 1.35 1.63 -1.02
H -0.02 -0.12 -1.92
H 0.62 -1.15 -0.51
H -1.62 0.45 0.02
H -1.71 -1.09 -0.72

=====

Question: energy above the lowest of the compared OMol25 structures with the same formula, charge and spin of number 4 (C4H5BrOS)?
Answer: 55.9 kcal/mol